Formula: C5H12O3
Source: OMol25
Level of theory: ωB97M-V/def2-TZVPD

LUMO   0.7348 eV
Kohn-Sham gap   10.360 eV
Multiplicity   1
Energy relative to the best compared isomer or geometry (same formula, charge and spin)   200.3 kJ/mol
Structure (SMILES)   COC(C)(C)C=O.O
Calculated total energy   -11520.6903 eV
HOMO level   -9.6 eV

Geometry as XYZ:
```
20
Properties=species:S:1:pos:R:3:forces:R:3
C 1.534462 0.452184 -1.476990 0.000 0.128 0.063
O 0.200377 0.373241 -1.020328 -0.073 -0.133 0.172
C -0.035754 -0.219605 0.263574 -0.059 0.258 -0.199
C 0.588795 -1.612536 0.393961 -0.089 0.224 -0.090
C 0.409242 0.712036 1.392443 -0.119 -0.063 -0.302
C -1.557910 -0.430105 0.329292 -0.688 -2.183 -1.041
O -2.214689 -0.997807 -0.565116 1.327 0.322 1.587
H 1.488056 0.979170 -2.428936 0.059 -0.037 0.030
H 1.971317 -0.535010 -1.643246 -0.008 -0.004 0.032
H 2.167706 1.027188 -0.791373 -0.002 -0.085 -0.049
H 0.322510 -2.216969 -0.470759 -0.011 -0.030 -0.023
H 0.210195 -2.102594 1.290127 -0.012 -0.034 0.043
H 1.672024 -1.543674 0.483588 0.042 -0.003 0.000
H -0.108195 1.667399 1.303356 0.033 0.014 0.040
H 0.166513 0.272843 2.358619 0.001 -0.024 0.062
H 1.484889 0.880645 1.359210 0.013 -0.015 0.016
H -1.953503 -0.355976 1.357011 -0.152 0.248 -0.105
O -2.200778 1.451354 -0.382027 -1.634 -1.003 -1.036
H -2.758855 0.695747 -0.842768 1.528 2.466 1.007
H -1.386401 1.502469 -0.909641 -0.157 -0.045 -0.208
```
Positions in Å, forces in eV/Å.

In elementary charge units, the Löwdin charges are: atom 1 (C): -0.08, atom 2 (O): -0.17, atom 3 (C): -0.54, atom 4 (C): -0.01, atom 5 (C): -0.01, atom 6 (C): -0.25, atom 7 (O): -0.02, atom 8 (H): 0.10, atom 9 (H): 0.09, atom 10 (H): 0.09, atom 11 (H): 0.10, atom 12 (H): 0.10, atom 13 (H): 0.09, atom 14 (H): 0.09, atom 15 (H): 0.09, atom 16 (H): 0.08, atom 17 (H): 0.14, atom 18 (O): -0.05, atom 19 (H): 0.12, atom 20 (H): 0.05